This record from OMol25 describes a 4-piece molecular cluster, C30H54BrNO12 overall. The level of theory is ωB97M-V/def2-TZVPD.

The LUMO energy comes out at 0.4 eV. As for the charge: 0. The calculation puts the gap between HOMO and LUMO at 9.12 eV. The structure (SMILES) is COCCCCCCC[C@@]1(CCCBr)COC[C@H]1C[C@@H](O)CN.C[C@@H]1COC(=O)O1.C[C@@H]1COC(=O)O1.C[C@@H]1COC(=O)O1.

Last column: Löwdin charge in e.
Element x y z (Å)
Br: -1.3195 -2.7860 3.7389  0.5108
O: 5.0049 0.6529 0.3628  -0.2649
O: -4.0214 3.2238 7.1040  0.0626
O: -4.2429 0.9850 -4.3481  -0.1167
O: 6.8741 -2.9500 -1.2092  0.1216
O: 0.5856 -1.9416 -2.5590  0.0965
O: 8.4643 -2.4356 0.3556  0.0691
O: -5.9112 2.2983 6.2975  0.0877
O: 8.9058 -4.0057 -1.1996  0.0671
O: -4.9659 0.2143 1.0807  -0.1984
O: -1.6339 -2.1156 -2.9082  0.0183
O: -0.8091 -0.2998 -1.7836  0.0883
O: -6.0512 3.9688 7.8569  0.1348
N: -4.3325 -1.8402 -3.1521  -0.0254
C: 7.9804 -3.1164 -0.7272  -0.4981
C: -0.6809 -1.0959 2.8725  -0.5883
C: -1.9496 -0.1320 2.4463  -0.2645
C: -5.3882 3.2316 7.1492  -0.5054
C: 10.1201 -3.7113 -0.5314  -0.1144
C: -4.6841 1.3382 -1.8039  -0.0868
C: -1.3610 3.1127 -1.2744  -0.1906
C: 1.2683 3.6544 -1.9238  -0.2014
C: -2.4040 2.8682 -0.0184  -0.1625
C: -4.3402 -0.6180 0.0164  -0.1459
C: -0.9978 -3.1108 -3.6909  -0.0971
C: -5.5442 -0.9211 -3.1515  -0.2201
C: 2.4854 2.5547 -2.2194  -0.2171
C: -5.0348 0.4390 5.0252  -0.0114
C: 9.6394 -3.1196 0.7591  -0.3508
C: 4.1014 0.8147 -0.8158  -0.2203
C: -3.5762 0.4575 -0.9751  -0.1606
C: -4.8399 1.8739 5.4706  -0.3556
C: 5.7681 -0.6040 0.2235  -0.1381
C: -3.6527 2.0732 6.3637  -0.1157
C: -0.6350 -1.3571 -2.3630  -0.4571
C: -4.1441 1.4563 1.2092  -0.1468
C: -1.5498 0.5867 1.0191  -0.1274
C: 0.2171 2.8874 -0.8918  -0.2311
C: 10.6279 -2.1668 1.3997  -0.0200
C: 1.4318 -3.7612 -3.9068  -0.0157
C: -5.1809 0.6763 -3.2196  -0.3148
C: 3.4218 2.3176 -0.8707  -0.1715
C: -2.8032 1.2995 0.2393  -0.2974
C: 0.3240 -3.2636 -3.0009  -0.3461
H: -5.0599 -0.2428 5.8823  0.0935
H: -4.8053 2.5374 4.5976  0.1532
H: 0.4641 3.3028 0.1898  0.1099
H: 10.1659 -1.6509 2.2481  0.0904
H: -2.7314 2.2520 5.8024  0.1393
H: 1.2551 -4.7966 -4.2131  0.0935
H: -3.5246 -1.3918 0.3729  0.1257
H: 2.3980 -3.7051 -3.3943  0.0918
H: 4.3286 3.0901 -0.9186  0.1259
H: 6.3613 -0.8742 1.2001  0.1011
H: -3.9897 1.7699 2.3272  0.1133
H: 1.7304 4.6210 -1.4103  0.1161
H: 5.0035 -1.4680 0.0241  0.0956
H: 0.0693 -0.5634 3.6037  0.0802
H: -4.2224 2.4029 -2.0819  0.1251
H: -3.4325 -1.3148 -3.2245  0.0457
H: -1.4800 4.2482 -1.6059  0.1171
H: 9.3472 -3.8966 1.4764  0.1633
H: -5.1785 -1.3112 -0.4141  0.1139
H: -2.1866 0.7138 3.2542  0.1107
H: -2.6638 -0.0275 -1.5552  0.1156
H: 0.2460 -3.9055 -2.1147  0.1645
H: -1.0024 -0.1366 0.2710  0.0992
H: 0.4740 1.7282 -0.8488  0.0981
H: 3.2782 -0.0481 -0.8153  0.1339
H: -0.1110 -1.3596 1.8657  0.0780
H: 3.1014 2.9744 -3.1331  0.1082
H: -3.4894 1.2482 7.0665  0.1434
H: 10.6927 -3.0099 -1.1489  0.1430
H: -0.9154 -2.7409 -4.7193  0.1493
H: 2.0292 1.5262 -2.5517  0.1045
H: 0.7452 3.9814 -2.9363  0.1124
H: -5.9943 0.3266 4.5091  0.0955
H: -4.3444 -2.5118 -2.3510  0.0703
H: -0.7809 1.4552 1.3011  0.1250
H: -5.6534 1.5881 -1.1647  0.1375
H: -1.6753 2.4530 -2.2176  0.1255
H: 2.8179 2.4729 0.1263  0.1129
H: -4.8691 2.2911 0.8152  0.1209
H: 10.7104 -4.6197 -0.3817  0.1443
H: 4.8013 0.6938 -1.7644  0.1330
H: -1.5806 -4.0363 -3.6897  0.1497
H: -1.9721 3.4085 0.9329  0.1285
H: -4.8693 1.0884 -5.1477  0.1176
H: 11.5164 -2.6991 1.7525  0.0919
H: -4.2331 0.1234 4.3509  0.0646
H: 6.5483 -0.5957 -0.6569  0.0923
H: -6.3087 -1.2007 -2.2785  0.1239
H: 10.9428 -1.3889 0.6955  0.0917
H: -6.1963 1.2340 -3.5070  0.1485
H: -2.9058 -0.8062 2.4028  0.0803
H: -6.1374 -1.1704 -4.1551  0.1116
H: 1.5187 -3.1406 -4.8053  0.0927
H: -3.3983 3.4484 -0.3086  0.1081

=====

This record from OMol25 describes C30H54ClFHfP2Si2 as an isolated structure. The level of theory is ωB97M-V/def2-TZVPD.

The LUMO energy comes out at -0.8 eV. As for the charge: 0. The calculation puts the gap between HOMO and LUMO at 5.07 eV.

Last column: Löwdin charge in e.
Element x y z (Å)
Hf: 0.1458 0.0019 -0.1016  1.2944
Cl: 1.9232 0.0795 -4.7744  -0.6037
P: 0.5605 2.6764 -0.4724  0.9928
P: 0.5611 -2.6649 -0.5211  0.9799
Si: -1.3121 2.8316 2.0142  0.5017
Si: -1.2859 -2.8580 1.9711  0.5067
F: 5.1558 0.0205 4.0312  0.0428
C: -1.6686 1.1757 1.2510  -0.3560
C: 3.2918 -2.5195 -1.1882  -0.1142
C: 4.0370 0.0207 3.2526  -0.2768
C: 3.2912 2.5489 -1.1186  -0.1147
C: -1.0163 2.7101 3.8347  -0.1665
C: 3.0341 -0.0085 1.0886  -0.1936
C: -0.9278 -3.0444 -2.8918  -0.1116
C: -0.7896 -3.6167 -1.4536  -0.5308
C: 0.3519 -3.4112 1.1479  -0.3934
C: -2.7314 3.9830 1.6516  -0.1550
C: -0.6138 -5.1012 -1.4760  -0.1213
C: -2.7030 -4.0066 1.6087  -0.1566
C: 1.7420 0.0197 1.6131  -0.2398
C: 2.8228 0.0569 3.8389  -0.0380
C: 0.7864 0.0284 -2.1528  -0.4990
C: -0.7934 3.6689 -1.3865  -0.5323
C: 4.2204 -0.0157 1.8530  0.0243
C: 1.6619 0.0570 3.0498  -0.1212
C: -0.9143 3.1191 -2.8339  -0.1130
C: -1.4423 -0.0103 2.0004  -0.1917
C: -0.9560 -2.7494 3.7869  -0.1674
C: 0.3305 3.3945 1.2248  -0.3873
C: 2.5123 4.7709 -0.3084  -0.1137
C: 2.1123 3.5017 -1.0849  -0.5126
C: -2.1948 0.7268 -0.0231  -0.1813
C: 2.1120 -3.4708 -1.1703  -0.5104
C: -1.6640 -1.1942 1.2192  -0.3570
C: -2.1874 -0.7348 -0.0318  -0.1935
C: -0.6098 5.1372 -1.3721  -0.1264
C: 2.5147 -4.7586 -0.4264  -0.1145
H: 3.5195 -2.1478 -0.1886  0.0576
H: -1.4480 -5.5509 -2.0176  0.0887
H: -1.7074 3.3805 -0.8696  0.0552
H: 1.9903 0.0747 -1.9552  0.0097
H: -2.8181 4.2789 0.6085  0.0220
H: -1.6226 -3.7005 -3.4600  0.0870
H: -0.0435 2.2531 4.0852  0.0302
H: -0.0144 -2.2222 4.0237  0.0318
H: 3.4278 5.1710 -0.7633  0.0862
H: 1.8527 -3.7260 -2.2104  0.1093
H: 3.4261 -5.1505 -0.8978  0.0865
H: -2.8289 -4.2494 0.5563  0.0229
H: -3.6119 -3.5222 1.9662  0.0416
H: -3.6484 3.4741 1.9493  0.0414
H: -1.4348 5.6021 -1.9100  0.0895
H: 1.1707 -3.0655 1.7805  0.0466
H: 2.7306 4.5449 0.7392  0.0764
H: 3.1215 -1.6855 -1.8642  0.0576
H: -1.3520 -2.0144 -2.9206  0.0720
H: 0.0610 3.0851 -3.3696  0.0842
H: 2.7024 0.0878 4.9656  0.1407
H: -1.0341 3.7251 4.2699  0.0478
H: 5.1561 -0.0436 1.4277  0.0928
H: 1.1441 3.0287 1.8489  0.0423
H: 0.6643 0.0875 3.5438  0.0638
H: 0.4251 -0.9768 -2.6075  -0.0376
H: 2.7392 -4.5595 0.6240  0.0752
H: 0.3357 0.9773 -2.6010  -0.0467
H: 0.3704 -4.5022 1.1252  0.0380
H: -1.3617 2.0958 -2.8939  0.0733
H: 4.1784 3.0978 -1.4376  0.0869
H: 1.7600 -5.5575 -0.4765  0.0593
H: 1.7611 5.5696 -0.3433  0.0579
H: -2.6444 -1.3479 -0.8105  0.1130
H: -1.7093 -3.3531 -0.9219  0.0575
H: -0.6081 5.5673 -0.3826  0.0652
H: 3.1578 -0.0233 0.0040  0.0566
H: 1.8612 3.7815 -2.1204  0.1093
H: -1.8111 2.1232 4.3215  0.0452
H: 3.1287 1.7395 -1.8269  0.0561
H: -1.1756 -0.0239 3.0736  0.0923
H: -2.5586 -4.9259 2.1704  0.0365
H: -2.6157 4.8733 2.2652  0.0360
H: 0.0385 -3.0239 -3.4356  0.0832
H: -1.5881 3.8005 -3.4031  0.0876
H: 4.1727 -3.0592 -1.5398  0.0873
H: 3.5031 2.1394 -0.1305  0.0571
H: 0.3580 4.4841 1.2188  0.0368
H: -1.7821 -2.2333 4.3023  0.0453
H: 0.3090 5.4518 -1.8852  0.0850
H: 0.3017 -5.4008 -2.0079  0.0839
H: -0.8852 -3.7707 4.2038  0.0489
H: -2.6510 1.3631 -0.7910  0.1140
H: -0.6017 -5.5511 -0.4937  0.0639

=====

The lowest gap between HOMO and LUMO belongs to which entry?
C30H54ClFHfP2Si2

=====

Which value of charge does entry 1 give?
0

=====

Which of these has the highest gap between HOMO and LUMO?
C30H54BrNO12

=====

gap between HOMO and LUMO of number 1 (C30H54BrNO12)?
9.12 eV